No. 1
10
Properties=species:S:1:pos:R:3:nbo_charge:R:1 method="wB97M-V/def2-TZVPD" total_charge=0 total_energy_ev=-10218.9509 homo_energy_ev=-10.4 relative_energy_kj_mol=335.4 homo_lumo_gap_ev=10.9003
C 0.39268 0.76929 0.11817 0.11
N -0.52759 0.91460 1.15643 -0.85
N 0.10278 -1.41831 -0.92067 0.74
O -0.92476 -1.01078 -1.33868 -0.36
O 0.59851 -2.48043 -1.02659 -0.32
O 0.88443 -0.52651 -0.15536 -0.40
H -0.33362 1.19993 -1.17164 0.13
H 1.25750 1.41855 0.20645 0.21
H -1.34123 0.32203 1.05804 0.38
H -0.10869 0.81163 2.07385 0.37

No. 2
10
Properties=species:S:1:pos:R:3:nbo_charge:R:1 method="wB97M-V/def2-TZVPD" total_charge=0 total_energy_ev=-10218.1730 homo_energy_ev=-9.8 relative_energy_kj_mol=410.4 smiles="CNO[N+](=O)[O-]" homo_lumo_gap_ev=10.7245
C 0.09953 0.15660 -0.30907 -0.45
N -0.93787 0.00736 0.71504 -0.33
N -3.04660 0.03298 -0.04073 0.73
O -2.81005 1.14034 0.00239 -0.33
O -4.04384 -0.48424 -0.29205 -0.35
O -1.94724 -0.79804 0.35456 -0.27
H -0.39470 0.77778 -1.14620 0.21
H 0.83533 0.85345 -0.02567 0.22
H 0.67842 -0.71068 -0.69620 0.19
H -0.82606 -0.22210 1.68735 0.37

No. 3
19
Properties=species:S:1:pos:R:3:nbo_charge:R:1 method="wB97M-V/def2-TZVPD" total_charge=-2 total_energy_ev=-304875.9510 homo_energy_ev="-1.8 / -1.8" spin_multiplicity=5 homo_lumo_gap_ev="6.3656 / 5.4784"
Rh -1.16495 -0.55983 0.13161 0.41
Se -5.02616 -0.39034 -1.78541 -0.75
Sb -3.40477 -1.53562 -0.40299 1.01
Se -2.82643 -0.09627 1.80072 -0.20
Se -0.90322 -1.78005 -1.82399 -0.24
Se -4.20892 -3.73105 0.21824 -0.74
N 0.79507 2.45806 0.86330 -0.81
C -0.55847 2.39888 0.80759 0.34
N -1.28230 2.84137 1.86205 -0.82
S -1.32688 2.01720 -0.63051 -0.24
H 1.16113 2.46630 1.80932 0.38
H 1.22950 1.69177 0.33340 0.45
H -0.92158 2.55181 2.76686 0.40
H -2.27981 2.68224 1.75247 0.42
O 1.88254 -0.96819 2.59051 -1.02
S 0.66097 -0.66252 1.89083 2.54
O -0.08468 0.43147 2.54246 -1.08
O 0.96727 -0.18577 0.47997 -1.06
O -0.21801 -1.85940 1.71670 -0.99

No. 4
12
Properties=species:S:1:pos:R:3:nbo_charge:R:1 method="wB97M-V/def2-TZVPD" total_charge=0 total_energy_ev=-23100.7815 homo_energy_ev=-9.8 relative_energy_kj_mol=508.2 smiles="C=[N+]([O-])OS(N)(=O)=O" homo_lumo_gap_ev=9.5153
C 1.03901 1.65167 -0.32039 -0.26
N -0.77630 -1.49999 0.98354 -0.98
N 1.04554 0.31943 -0.19227 0.35
O 0.39103 -0.36207 -1.26057 -0.53
O 1.62982 -0.48267 0.47892 -0.43
O -1.40284 0.68321 0.08406 -0.89
O -1.55207 -1.47591 -1.63280 -0.81
S -1.14113 -0.63247 -0.52760 2.30
H 0.02723 2.06986 -0.64284 0.24
H 1.44487 2.22513 0.44639 0.20
H -0.86779 -0.76731 1.75794 0.41
H 0.16262 -1.72886 0.82560 0.40

No. 5
9
Properties=species:S:1:pos:R:3:nbo_charge:R:1 method="wB97M-V/def2-TZVPD" total_charge=0 total_energy_ev=-16962.3217 homo_energy_ev=-8.9 relative_energy_kj_mol=276.6 homo_lumo_gap_ev=9.7542
C -0.52787 -0.60607 -0.15210 0.20
H 2.22093 -0.97347 1.50101 0.10
H 0.71121 0.94988 -0.05970 0.41
H -0.48658 -1.64321 -0.00019 0.18
H -2.08131 1.65268 -0.61090 0.49
N 0.67809 -0.01907 0.11233 -0.77
N -1.55132 0.01061 -0.43319 -0.20
O -1.20474 1.32309 -0.51056 -0.59
S 2.24159 -0.69444 0.15330 0.19

No. 6
9
Properties=species:S:1:pos:R:3:nbo_charge:R:1 method="wB97M-V/def2-TZVPD" total_charge=0 total_energy_ev=-16957.4305 homo_energy_ev=-8.3 relative_energy_kj_mol=748.6 homo_lumo_gap_ev=7.1634
C 0.13291 0.79308 0.06794 0.21
H -0.52773 -2.05130 -0.32311 0.15
H -1.79307 1.53954 -0.64373 0.41
H 0.69748 1.64619 0.19914 0.18
H 2.03270 -1.42884 0.76648 0.47
N -1.28168 0.84651 0.12084 -0.78
N 0.71792 -0.29892 -0.26385 -0.21
O 2.12800 -0.42005 0.03479 -0.56
S -2.10655 -0.62620 0.04150 0.12

No. 7
9
Properties=species:S:1:pos:R:3:nbo_charge:R:1 method="wB97M-V/def2-TZVPD" total_charge=0 total_energy_ev=-16958.1516 homo_energy_ev="-6.6 / -8.7" relative_energy_kj_mol=288.6 spin_multiplicity=3 homo_lumo_gap_ev="7.5979 / 5.9680"
C -0.92188 -1.33190 0.61410 -0.36
N 1.23440 1.08196 -0.49357 -0.63
N 0.08667 0.46986 -0.78568 -0.21
O -0.65796 0.12413 0.36805 -0.43
S -1.46499 -1.82937 2.01255 0.36
H -0.60242 -2.07653 -0.28001 0.24
H 1.13346 2.02377 -0.14669 0.33
H 1.68920 0.50672 0.18402 0.36
H -0.49648 1.03137 -1.47277 0.35

No. 8
9
Properties=species:S:1:pos:R:3:nbo_charge:R:1 method="wB97M-V/def2-TZVPD" total_charge=0 total_energy_ev=-16957.7581 homo_energy_ev="-6.2 / -8.7" relative_energy_kj_mol=326.6 spin_multiplicity=3 homo_lumo_gap_ev="7.0463 / 7.4583"
C 1.76914 -0.55750 0.46117 0.08
N 2.15812 -0.65723 -0.66561 -0.63
N -2.21342 0.33383 0.03872 -0.51
O -1.17017 1.38777 -0.14086 -0.53
S 0.00063 1.50925 0.94936 0.35
H 1.66617 -0.88767 1.48636 0.18
H 2.62313 -1.30259 -1.22503 0.36
H -3.05644 0.59762 -0.55171 0.35
H -1.77717 -0.42348 -0.35239 0.34

No. 9
8
Properties=species:S:1:pos:R:3:nbo_charge:R:1 method="wB97M-V/def2-TZVPD" total_charge=0 total_energy_ev=-14914.0424 homo_energy_ev=-9.3 relative_energy_kj_mol=343.7 smiles=SN1CN1 homo_lumo_gap_ev=10.3105
C -0.13539 0.72483 0.24665 -0.09
N -1.00856 -0.26495 -0.27069 -0.47
N 0.12832 -0.63143 0.55454 -0.42
S 1.37838 -1.51104 -0.23736 0.19
H 0.48606 1.43410 -0.41373 0.18
H -0.46615 1.40563 1.05959 0.18
H -2.00679 -0.46710 0.26633 0.36
H 1.62414 -0.69004 -1.20534 0.07

No. 10
8
Properties=species:S:1:pos:R:3:nbo_charge:R:1 method="wB97M-V/def2-TZVPD" total_charge=0 total_energy_ev=-14910.6480 homo_energy_ev="-9.5 / -9.4" relative_energy_kj_mol=671.2 homo_lumo_gap_ev="8.6365 / 9.0697"
C -0.69506 -0.67142 0.19178 -0.14
N -0.73426 0.70084 0.51303 -0.21
N 0.26790 0.20878 -0.36081 -0.38
S 1.93398 0.05460 0.32356 0.12
H -0.29902 -1.29339 0.97913 0.18
H -1.42431 -1.23474 -0.48137 0.20
H -1.82219 1.68160 -0.67794 0.12
H 2.77295 0.55373 -0.48739 0.11

No. 11
8
Properties=species:S:1:pos:R:3:nbo_charge:R:1 method="wB97M-V/def2-TZVPD" total_charge=0 total_energy_ev=-14916.1087 homo_energy_ev=-8.7 relative_energy_kj_mol=144.3 smiles="NNC=S" homo_lumo_gap_ev=9.5481
C 0.65335 -0.64673 0.54186 -0.09
H -0.47368 0.45468 -1.59826 0.36
H -0.04054 1.59310 -0.61435 0.36
H -1.31793 -0.36369 0.94091 0.40
H 0.50970 -1.23526 1.49847 0.19
N -0.77986 0.87227 -0.72809 -0.64
N -0.54641 -0.05895 0.37053 -0.42
S 1.99537 -0.61541 -0.41108 -0.16

No. 12
8
Properties=species:S:1:pos:R:3:nbo_charge:R:1 method="wB97M-V/def2-TZVPD" total_charge=0 total_energy_ev=-14909.4608 homo_energy_ev="-4.7 / -9.8" relative_energy_kj_mol=315.2 spin_multiplicity=3 homo_lumo_gap_ev="5.6867 / 7.3309"
C -0.72522 0.70259 -0.31198 -0.08
N -0.49874 -0.86037 -0.30746 -0.48
N 0.22715 0.07608 0.53318 -0.54
S 1.83468 0.09267 -0.06297 0.35
H -0.48467 1.13248 -1.16822 0.18
H -1.56149 0.97819 0.11868 0.18
H -1.20627 -1.37554 0.26920 0.35
H 2.41456 -0.74610 0.92958 0.03